The following is a DFT calculation (the ωB97M-V functional and the def2-TZVPD basis) of one molecule with the formula C2H4.

Values from the calculation:
Relative energy (zero: lowest compared OMol25 entry of this formula, charge and spin)   10.1 kcal per mole
Gap between HOMO and LUMO   11.53 eV
Total charge   0
Highest occupied orbital energy   -10.065 eV
E_tot   -78.5504 Eh

```
6
Properties=species:S:1:pos:R:3:forces:R:3:mulliken_charge:R:1
C 0.64107 0.00698 -0.02134 -2.8913 1.3481 0.2815 -0.5293
C -0.71012 -0.00765 -0.00193 5.4182 -0.5406 -0.1365 -0.4839
H 1.25215 0.87509 0.02527 0.0289 0.9347 -0.1285 0.2297
H 1.18247 -0.85002 0.00396 1.4107 -2.6857 -0.0264 0.2616
H -1.19552 -0.89685 0.00395 -1.6370 -2.4113 -0.0119 0.2535
H -1.17006 0.87244 -0.00991 -2.3295 3.3548 0.0217 0.2683
```
Forces are in eV/Å.